1.
Formula: C4H10N2O4S
Source: the OMol25 dataset
Level of theory: ωB97M-V/def2-TZVPD

ORCA input file:
```
! RIJCOSX wB97M-V def2-TZVPD def2/J DEFGRID3
* xyz 0 1
C -0.562 2.280 -0.653
C 3.078 -0.914 0.433
C -2.126 0.013 -0.914
C -1.444 1.064 -0.145
N -2.715 -0.982 0.061
N -1.411 1.199 1.100
O -0.538 2.623 -1.802
O 0.077 2.766 0.352
O 2.495 1.412 0.805
O 0.699 -0.093 -0.133
S 2.082 0.401 -0.369
H 4.081 -0.509 0.555
H 2.516 -1.124 1.371
H 3.147 -1.732 -0.188
H -1.386 -0.272 -1.750
H -2.892 0.500 -1.296
H -3.276 -1.731 -0.250
H -1.892 -1.185 0.628
H -0.696 2.109 1.252
H 2.182 2.301 0.605
H -1.920 0.592 1.696
*
```

Values from the calculation:
gap between HOMO and LUMO	10.2171	eV
HOMO energy	-9.49	eV
strongest force on any atom	5.0	eV/Å
electronic energy	-26313.6236	eV
energy above the lowest of the compared OMol25 structures with the same formula, charge and spin	1.107	eV

Atomic charges from the Löwdin analysis, expressed in e, are listed below: -0.611, -0.197, -0.161, -0.210, 0.037, 0.202, 0.089, -0.061, -0.302, -0.487, 0.909, 0.054, 0.078, 0.013, 0.162, 0.074, 0.054, 0.066, 0.126, 0.052, 0.113

=====

2.
Formula: C8H14N4O2
Source: the OMol25 dataset
Level of theory: ωB97M-V/def2-TZVPD

ORCA input file:
```
! RIJCOSX wB97M-V def2-TZVPD def2/J DEFGRID3
* xyz 0 1
C 0.583 1.657 2.342
C 0.915 0.274 1.844
N -0.191 -0.207 1.071
C -0.295 -0.013 -0.321
N -1.491 -0.422 -0.917
C -2.094 -1.694 -0.472
N -0.167 1.307 -0.813
C 0.690 1.711 -1.687
C 1.275 0.867 -2.655
N 1.328 -0.361 -2.367
C 1.205 -0.783 -1.050
C 1.064 -2.256 -0.918
O 0.928 -2.897 0.101
O 0.900 -2.920 -2.061
H 0.142 2.222 1.624
H -0.229 1.684 3.065
H 1.469 2.097 2.786
H 0.916 -0.275 2.781
H 1.912 0.011 1.367
H -0.202 -1.237 1.152
H -1.471 -0.248 -1.991
H -1.525 -2.508 -0.720
H -2.050 -1.595 0.529
H -3.082 -1.828 -1.020
H 0.520 2.734 -2.129
H 1.497 1.110 -3.673
H 1.896 -0.144 -0.283
H 1.253 -2.340 -2.792
*
```

Values from the calculation:
gap between HOMO and LUMO	7.6289	eV
structure (SMILES)	CCN[C@@]1(NC)N=CC=N[C@@H]1C(=O)O
HOMO energy	-8.22	eV
strongest force on any atom	4.6	eV/Å
electronic energy	-18574.9730	eV
energy above the lowest of the compared OMol25 structures with the same formula, charge and spin	2.013	eV

Atomic charges from the Löwdin analysis, expressed in e, are listed below: -0.083, -0.259, 0.029, -0.489, 0.002, -0.051, 0.137, -0.118, -0.145, 0.049, -0.148, -0.536, 0.079, 0.096, 0.020, 0.084, 0.079, 0.119, 0.120, 0.114, 0.178, 0.035, 0.039, 0.120, 0.125, 0.110, 0.174, 0.118

=====

3.
Formula: C29H25Cl3F6N8O8S2Tl
Source: the OMol25 dataset
Level of theory: ωB97M-V/def2-TZVPD

ORCA input file:
```
! RIJCOSX wB97M-V def2-TZVPD def2/J DEFGRID3
* xyz -1 1
Tl 0.019 -0.131 0.019
O 1.002 -3.390 2.997
C 0.631 -2.371 2.415
N 1.264 -1.711 1.446
C 2.492 -1.973 0.946
C 3.178 -3.186 1.119
C 4.492 -3.320 0.734
C 5.139 -2.275 0.072
C 4.461 -1.121 -0.222
C 3.136 -0.918 0.212
N 2.439 0.185 -0.103
C 2.871 1.244 -0.795
O 3.972 1.771 -0.681
C 1.888 1.815 -1.791
C 2.325 2.854 -2.611
C 1.494 3.304 -3.615
C 0.271 2.680 -3.802
C -0.092 1.666 -2.934
N 0.701 1.259 -1.963
C -0.529 -1.605 2.999
C -1.188 -2.141 4.104
C -2.067 -1.342 4.813
C -2.211 -0.016 4.434
C -1.547 0.421 3.294
N -0.760 -0.365 2.583
H 2.677 -3.970 1.665
H 5.032 -4.228 0.965
H 6.174 -2.378 -0.217
H 4.961 -0.320 -0.742
H 3.306 3.266 -2.442
H 1.798 4.119 -4.254
H -0.391 2.973 -4.600
H -1.038 1.151 -3.017
H -0.974 -3.161 4.385
H -2.612 -1.738 5.659
H -2.835 0.664 4.991
H -1.630 1.444 2.958
F 0.751 5.773 1.538
C 1.357 4.583 1.622
F 2.085 4.417 0.528
F 2.198 4.648 2.660
S 0.095 3.202 1.919
O 0.645 2.071 1.226
O -0.012 3.167 3.343
N -1.237 3.720 1.249
S -1.244 3.396 -0.298
O -1.623 2.056 -0.629
O -0.192 4.012 -1.039
C -2.806 4.351 -0.778
F -3.884 3.784 -0.226
F -2.802 5.630 -0.411
F -2.985 4.321 -2.108
Cl 2.637 -3.020 -5.146
C 2.053 -1.816 -4.014
Cl 1.290 -0.492 -4.925
Cl 3.393 -1.163 -3.073
C 0.906 -2.405 -3.059
O 0.419 -3.456 -3.421
O 0.641 -1.660 -2.108
C -3.859 -3.340 -3.123
C -2.515 -2.662 -3.335
N -2.135 -1.979 -2.124
C -2.979 -1.425 -1.249
N -2.501 -0.716 -0.261
C -3.436 0.013 0.560
C -4.649 -0.862 0.868
C -5.305 -1.179 -0.466
N -4.318 -1.688 -1.392
C -4.827 -2.282 -2.609
H -3.750 -4.129 -2.378
H -4.222 -3.780 -4.051
H -2.587 -1.948 -4.169
H -1.727 -3.380 -3.570
H -1.139 -1.811 -1.970
H -3.760 0.920 0.033
H -2.924 0.326 1.466
H -5.352 -0.358 1.532
H -4.312 -1.783 1.345
H -5.785 -0.274 -0.866
H -6.082 -1.943 -0.341
H -4.985 -1.519 -3.386
H -5.799 -2.729 -2.380
*
```

Values from the calculation:
gap between HOMO and LUMO (alpha / beta)	5.1057 / 5.1031	eV
HOMO energy (alpha / beta)	-4.45 / -4.45	eV
strongest force on any atom	2.5	eV/Å
electronic energy	-139018.2381	eV
energy above the lowest of the compared OMol25 structures with the same formula, charge and spin	2.050	eV

Atomic charges from the Löwdin analysis, expressed in e, are listed below: 1.214, 0.036, -0.466, 0.054, -0.217, -0.014, -0.101, -0.107, -0.091, -0.243, 0.071, -0.498, 0.053, -0.202, 0.013, -0.046, -0.067, -0.190, 0.051, -0.180, 0.006, -0.054, -0.041, -0.146, 0.078, 0.096, 0.091, 0.094, 0.091, 0.121, 0.109, 0.107, 0.119, 0.115, 0.104, 0.105, 0.086, 0.126, -0.645, 0.149, 0.131, 0.587, -0.346, -0.260, -0.270, 0.592, -0.338, -0.241, -0.646, 0.120, 0.138, 0.125, 0.596, -1.481, 0.618, 0.711, -0.822, -0.011, -0.138, -0.151, -0.171, 0.105, -0.359, 0.027, -0.231, -0.145, -0.166, -0.042, -0.163, 0.122, 0.113, 0.127, 0.105, 0.073, 0.110, 0.074, 0.114, 0.120, 0.128, 0.120, 0.128, 0.117